ORCA calculation (ωB97M-V/def2-TZVPD) on a molecular structure, C30H26IInN4PS at a distorted geometry.

Properties
* 2S+1: 1
* HOMO (spin up / spin down): -0.5891 / -0.5871 Eh
* HOMO-LUMO gap (spin up / spin down): 4.640 / 4.561 eV
* net charge: +3
* ΔE to the lowest compared entry with this formula, charge and spin: 0.0 kcal per mole
* energy: -70864.652 eV

Positions of all 64 atoms, in Å:
In (-1.223, -1.616, 0.344)
C (0.988, -5.157, 2.816)
C (0.312, -4.424, 1.710)
N (-0.896, -3.927, 1.762)
N (-1.732, -4.198, 2.799)
C (-3.018, -3.799, 2.715)
N (-3.910, -4.357, 3.540)
S (-3.525, -2.616, 1.613)
C (0.933, -4.288, 0.403)
C (2.079, -5.015, 0.041)
C (2.493, -5.018, -1.285)
C (1.745, -4.323, -2.234)
C (0.656, -3.588, -1.797)
N (0.270, -3.557, -0.524)
H (0.619, -4.799, 3.798)
H (2.078, -4.982, 2.770)
H (0.806, -6.259, 2.755)
H (-1.436, -4.902, 3.507)
H (-3.678, -5.103, 4.194)
H (-4.875, -4.039, 3.486)
H (2.609, -5.601, 0.804)
H (3.384, -5.582, -1.576)
H (2.013, -4.331, -3.298)
H (0.054, -3.004, -2.495)
I (1.984, -0.510, -1.070)
C (2.122, 1.255, -2.241)
C (3.359, 1.470, -2.821)
C (3.515, 2.424, -3.833)
C (2.418, 3.109, -4.289)
C (1.151, 2.938, -3.681)
C (0.038, 3.636, -4.192)
C (-1.211, 3.483, -3.645)
C (-1.374, 2.673, -2.515)
C (-0.284, 2.043, -1.910)
P (-0.620, 1.434, -0.256)
C (-2.059, 2.360, 0.332)
C (-1.930, 3.753, 0.349)
C (-3.006, 4.539, 0.738)
C (-4.199, 3.944, 1.128)
C (-4.324, 2.558, 1.142)
C (-3.260, 1.758, 0.742)
C (0.710, 1.869, 0.878)
C (0.697, 1.265, 2.144)
C (1.696, 1.550, 3.062)
C (2.719, 2.432, 2.719)
C (2.703, 3.070, 1.484)
C (1.715, 2.787, 0.554)
C (0.994, 2.044, -2.563)
H (4.211, 0.864, -2.507)
H (4.505, 2.591, -4.285)
H (2.489, 3.793, -5.148)
H (0.197, 4.285, -5.064)
H (-2.083, 3.993, -4.068)
H (-2.372, 2.563, -2.083)
H (-0.977, 4.210, 0.035)
H (-2.907, 5.630, 0.723)
H (-5.050, 4.567, 1.417)
H (-5.265, 2.093, 1.455)
H (-3.348, 0.667, 0.738)
H (-0.102, 0.563, 2.401)
H (1.678, 1.062, 4.042)
H (3.532, 2.629, 3.432)
H (3.484, 3.790, 1.230)
H (1.706, 3.302, -0.419)